Entry 1:
ORCA calculation (ωB97M-V/def2-TZVPD) on C11H18F9N3O6PbS3Se2 as an isolated structure.

Positions of all 53 atoms, in Å:
1 Pb -0.54 0.20 0.96
2 Se 1.13 -2.56 -0.64
3 Se 3.31 0.20 -0.45
4 S -0.74 3.60 3.01
5 S 1.13 2.62 1.10
6 S -2.41 -2.38 -0.12
7 F -2.57 1.90 -3.85
8 F 2.57 3.94 -0.52
9 F -1.97 -0.13 -3.41
10 F 2.62 4.77 1.47
11 F -0.51 1.47 -3.33
12 F -3.01 3.15 1.85
13 F 0.90 5.12 0.18
14 F -2.84 5.09 2.81
15 F -1.83 4.72 0.92
16 O 0.76 1.94 -0.17
17 O 2.26 1.98 1.74
18 O -1.64 0.39 -0.85
19 O 0.21 4.67 3.04
20 O -1.22 2.95 4.17
21 O -2.61 2.39 -1.17
22 N -3.89 -3.95 1.40
23 N -0.19 2.46 1.95
24 N -5.02 -2.84 -0.27
25 C 3.07 -2.60 -0.74
26 C 3.59 -1.39 -1.49
27 C 0.76 -2.58 -2.55
28 C -2.21 4.20 2.08
29 C -3.92 -3.12 0.38
30 C 4.82 0.10 0.72
31 C -5.15 -1.96 -1.44
32 C -2.08 1.40 -1.58
33 C -5.05 -4.74 1.84
34 C -1.79 1.17 -3.08
35 C 1.84 4.29 0.54
36 H -5.41 -5.38 1.03
37 H 3.38 -3.52 -1.24
38 H 3.43 -2.66 0.29
39 H 4.63 0.80 1.53
40 H -5.84 -4.08 2.19
41 H 0.92 -1.60 -3.01
42 H -5.88 -3.28 0.05
43 H -4.73 -5.37 2.67
44 H 3.04 -1.22 -2.41
45 H -4.16 -1.60 -1.74
46 H -5.59 -2.51 -2.26
47 H 1.38 -3.34 -3.02
48 H -5.77 -1.10 -1.19
49 H 5.69 0.41 0.15
50 H -0.29 -2.85 -2.67
51 H -3.01 -4.08 1.88
52 H 4.65 -1.47 -1.74
53 H 4.95 -0.92 1.09

Its net charge is +2. For the HOMO-LUMO gap (spin up / spin down), the calculation gives 5.55 / 5.42 eV. The value obtained for the total energy is -221339.3621 eV. Its energy above the lowest of the compared OMol25 structures with the same formula, charge and spin is 250.68 kJ/mol. Its max |F| is 0.85 eV Å⁻¹. As for the molecular weight: 920.583 g/mol.

=====

Entry 2:
ORCA calculation (ωB97M-V/def2-TZVPD) on a 2-piece molecular cluster, C11H18FNO5 overall.

Positions of all 36 atoms, in Å:
1 F -3.43 -0.06 1.96
2 O -3.25 0.18 -2.81
3 O 1.97 -1.29 -0.01
4 O -3.63 -0.28 -0.32
5 O 2.63 0.80 -1.85
6 O 3.09 1.70 0.42
7 N 1.36 -3.19 1.01
8 C -2.68 1.95 0.59
9 C 2.21 1.38 -0.55
10 C -0.07 2.90 -0.98
11 C 3.74 -2.57 0.97
12 C 0.61 1.58 -0.25
13 C -3.82 0.74 0.76
14 C -2.68 1.98 -1.05
15 C 1.55 -4.42 1.74
16 C -3.22 0.50 -1.51
17 C 2.31 -2.29 0.61
18 C -1.40 2.58 -1.88
19 H -1.78 1.48 1.18
20 H 4.38 -1.76 0.59
21 H -1.73 3.58 -2.43
22 H 0.76 3.30 -1.74
23 H 0.97 -4.36 2.67
24 H -0.06 0.64 -0.56
25 H 3.86 -2.62 2.05
26 H -2.94 2.91 1.20
27 H 2.60 -4.60 1.99
28 H 0.42 -2.94 0.73
29 H -0.25 3.81 -0.23
30 H -1.10 1.75 -2.68
31 H 2.41 -0.19 -1.83
32 H 4.07 -3.51 0.51
33 H -4.93 1.08 0.92
34 H -3.55 2.76 -1.28
35 H 0.42 1.72 0.92
36 H 1.17 -5.24 1.13

For the HOMO-LUMO gap, the calculation gives 10.33 eV. The value obtained for the total energy is -26139.2237 eV. Its max |F| is 8.98 eV Å⁻¹. As for the molecular weight: 263.265 g/mol. As for the structure (SMILES): O=C(O)CCC[C@@H]1C[C@H](F)OC1=O.CNC(C)=O.

=====

Entry 3:
ORCA calculation (ωB97M-V/def2-TZVPD) on an isolated ion of composition C11H18N2OP and charge +1.

Positions of all 33 atoms, in Å:
1 P -1.09 2.45 1.07
2 O -0.76 -0.94 -3.98
3 N 1.13 -0.36 1.05
4 N 1.46 0.20 -0.12
5 C -2.84 2.24 1.55
6 C -0.62 -0.60 2.76
7 C 2.18 -1.15 1.60
8 C -0.32 0.12 -3.26
9 C 0.25 0.71 -0.78
10 C -0.87 0.70 0.28
11 C -0.29 -1.61 -1.92
12 C -0.06 -0.22 1.48
13 C -0.03 -0.22 -1.98
14 C 2.60 -0.11 -1.01
15 C -0.71 -2.02 -3.16
16 H -1.61 -1.03 2.43
17 H -1.75 0.22 0.08
18 H 2.27 -0.86 -1.63
19 H -0.46 1.18 -3.67
20 H -1.14 3.13 -0.20
21 H 2.06 -1.31 2.66
22 H 3.54 -0.28 -0.49
23 H -0.96 -2.93 -3.61
24 H 2.19 -2.22 1.26
25 H 3.20 -0.58 1.52
26 H 2.74 0.73 -1.68
27 H 0.09 -1.32 3.32
28 H -3.40 3.19 1.47
29 H -2.77 1.80 2.57
30 H -0.79 0.24 3.51
31 H -3.31 1.41 0.94
32 H -0.35 -2.24 -0.99
33 H 0.43 1.69 -1.06

Its net charge is +1. For the HOMO-LUMO gap, the calculation gives 8.92 eV. The value obtained for the total energy is -26005.2347 eV. Its energy above the lowest of the compared OMol25 structures with the same formula, charge and spin is 0.00 kJ/mol. Its max |F| is 5.55 eV Å⁻¹. As for the molecular weight: 225.252 g/mol. As for the structure (SMILES): CP[C@@H]1C(C)=[N+](C)N(C)[C@H]1c1ccoc1.

=====

Entry 4:
ORCA calculation (ωB97M-V/def2-TZVPD) on a 2-piece molecular cluster, C11H18N3O2 overall.

Positions of all 34 atoms, in Å:
1 O -2.10 1.25 -0.13
2 O -1.45 -0.23 1.50
3 N 4.82 -0.10 1.21
4 N 2.76 1.03 2.01
5 N 3.51 1.15 -0.30
6 C -4.10 -1.47 -1.40
7 C -2.42 -3.16 -2.84
8 C -4.58 -2.14 -2.52
9 C 3.65 0.75 0.94
10 C -2.78 -1.64 -1.00
11 C -3.74 -2.99 -3.24
12 C -1.94 -2.49 -1.72
13 C 0.63 2.34 1.86
14 C 0.22 1.59 0.50
15 C 2.24 2.43 2.02
16 C -1.18 0.86 0.62
17 H -2.41 -1.12 -0.13
18 H 3.13 0.73 2.92
19 H 4.17 0.87 -1.03
20 H -4.75 -0.81 -0.84
21 H 5.53 0.43 1.73
22 H -4.12 -3.51 -4.11
23 H 0.97 0.81 0.16
24 H -0.61 -0.66 1.76
25 H 2.72 1.72 -0.63
26 H 0.11 2.38 -0.29
27 H 4.46 -0.83 1.84
28 H -0.91 -2.62 -1.41
29 H 0.26 3.41 1.80
30 H 2.40 2.94 3.03
31 H 0.19 1.83 2.78
32 H 2.60 3.05 1.16
33 H -1.77 -3.81 -3.41
34 H -5.61 -2.01 -2.83

Its net charge is +1. For the HOMO-LUMO gap, the calculation gives 6.48 eV. The value obtained for the total energy is -20256.7823 eV. Its energy above the lowest of the compared OMol25 structures with the same formula, charge and spin is 0.00 kJ/mol. Its max |F| is 4.83 eV Å⁻¹. As for the molecular weight: 224.284 g/mol.

=====

Entry 5:
ORCA calculation (ωB97M-V/def2-TZVPD) on an isolated ion of composition C11H18N4 and charge +2.

Positions of all 33 atoms, in Å:
1 N -0.24 -0.37 0.45
2 N -3.45 -1.17 1.73
3 N -1.44 -0.47 1.12
4 N 1.71 -0.76 -0.38
5 C -1.56 2.12 -1.33
6 C -3.15 -0.19 2.56
7 C 2.33 1.54 -1.25
8 C -0.59 2.14 -0.12
9 C 0.66 -2.62 0.84
10 C -2.56 -1.45 0.83
11 C 0.70 -1.31 0.33
12 C -1.92 0.24 2.20
13 C 1.40 0.60 -0.61
14 C 2.87 -1.30 -0.82
15 C 0.20 0.89 -0.09
16 H -0.94 1.82 -2.16
17 H 2.69 1.28 -2.19
18 H -3.78 0.18 3.30
19 H -0.04 3.01 -0.37
20 H -1.51 1.11 2.57
21 H 3.39 1.62 -0.61
22 H -4.32 -1.71 1.68
23 H -2.34 -1.87 -0.09
24 H 0.29 -3.44 0.26
25 H -2.45 1.58 -1.28
26 H 1.86 2.62 -1.39
27 H 1.70 -2.95 1.11
28 H 3.20 -2.15 -0.30
29 H 0.01 -2.75 1.71
30 H 3.77 -0.68 -0.99
31 H -1.22 2.36 0.76
32 H -1.82 3.16 -1.43
33 H 2.61 -1.62 -1.95

Its net charge is +2. For the HOMO-LUMO gap, the calculation gives 8.74 eV. The value obtained for the total energy is -17640.4421 eV. Its energy above the lowest of the compared OMol25 structures with the same formula, charge and spin is 236.50 kJ/mol. Its max |F| is 7.43 eV Å⁻¹. As for the molecular weight: 206.293 g/mol. As for the structure (SMILES): CCc1c(C)n(C)c(C)[n+]1-[n+]1cc[nH]c1.

=====

Entry 6:
ORCA calculation (ωB97M-V/def2-TZVPD) on the molecule C11H18N4O2.

Positions of all 35 atoms, in Å:
1 O -2.12 0.71 0.80
2 O -3.44 2.58 1.00
3 N 1.91 3.05 0.81
4 N 2.05 1.77 0.25
5 N 0.79 3.55 0.75
6 N 0.11 2.62 -0.08
7 C -3.50 3.83 0.33
8 C -1.30 -3.61 -0.53
9 C -0.18 -3.04 -1.41
10 C 0.58 -0.98 0.08
11 C -2.57 -4.12 -1.16
12 C 0.58 0.18 -0.93
13 C -1.99 4.12 0.03
14 C 0.91 1.54 -0.34
15 C -2.31 1.89 0.55
16 C -1.37 2.72 -0.33
17 C 0.94 -2.30 -0.63
18 H -1.52 4.55 0.98
19 H -2.08 -4.66 -2.04
20 H 1.33 -0.06 -1.70
21 H -3.24 -4.62 -0.45
22 H -0.84 -4.48 0.03
23 H -0.55 -2.41 -2.29
24 H -3.87 3.61 -0.64
25 H 1.39 -2.91 0.19
26 H 1.81 -2.21 -1.33
27 H -1.55 2.46 -1.37
28 H -1.94 4.89 -0.72
29 H -0.39 0.16 -1.49
30 H 1.50 -0.92 0.76
31 H -1.54 -2.80 0.14
32 H -0.31 -0.89 0.65
33 H -3.13 -3.20 -1.54
34 H 0.38 -3.92 -1.92
35 H -3.91 4.66 0.76

For the HOMO-LUMO gap, the calculation gives 10.86 eV. The value obtained for the total energy is -21751.5507 eV. Its energy above the lowest of the compared OMol25 structures with the same formula, charge and spin is 280.31 kJ/mol. Its max |F| is 5.27 eV Å⁻¹. As for the molecular weight: 238.291 g/mol. As for the structure (SMILES): CCCCCCc1nnnn1[C@@H]1CCOC1=O.

=====

Entry 7:
ORCA calculation (ωB97M-V/def2-TZVPD) on C11H18NO4SY as an isolated structure.

Positions of all 36 atoms, in Å:
1 Y 0.52 0.07 0.23
2 S -1.53 1.95 0.66
3 O 2.61 -0.43 -0.47
4 O -1.32 -1.04 0.47
5 O 1.79 0.37 1.94
6 O 0.68 0.37 -1.85
7 N -2.60 -0.57 0.42
8 C 1.79 1.06 3.18
9 C 1.69 -0.32 -2.60
10 C 2.97 -0.32 -1.82
11 C -4.12 1.20 0.53
12 C -3.60 -1.47 0.20
13 C -5.15 0.29 0.46
14 C -0.33 0.86 -2.73
15 C -2.81 0.80 0.51
16 C 3.55 -0.64 0.59
17 C 2.75 -0.79 1.85
18 C -4.91 -1.11 0.26
19 H 4.10 -1.56 0.42
20 H 0.10 1.67 -3.29
21 H -1.27 1.14 -2.21
22 H -6.18 0.72 0.54
23 H 2.13 -1.74 1.85
24 H -4.27 2.23 0.52
25 H -0.67 0.06 -3.39
26 H 3.51 0.66 -2.02
27 H 2.53 1.88 3.13
28 H 2.10 0.37 4.00
29 H -5.77 -1.78 0.24
30 H 4.24 0.25 0.69
31 H 0.80 1.48 3.41
32 H -3.28 -2.48 0.05
33 H 1.32 -1.36 -2.78
34 H 3.52 -1.22 -2.13
35 H 1.75 0.18 -3.64
36 H 3.35 -0.79 2.76

Its net charge is +2. For the HOMO-LUMO gap, the calculation gives 7.93 eV. The value obtained for the total energy is -33242.5047 eV. Its energy above the lowest of the compared OMol25 structures with the same formula, charge and spin is 0.00 kJ/mol. Its max |F| is 4.15 eV Å⁻¹. As for the molecular weight: 349.241 g/mol.